Formula: C22H73Hg2O22
Source: OMol25
Level of theory: ωB97M-V with the def2-TZVPD basis set

The geometry in XYZ format:
```
119
Properties=species:S:1:pos:R:3:forces:R:3:lowdin_charge:R:1
Hg -9.1886 -18.1122 -20.9349 0.7 2.0 -0.2 1.30
Hg -7.7220 -14.5149 -21.8228 0.7 -1.4 0.2 1.25
C -7.8459 -17.2430 -25.3392 0.9 1.4 0.2 0.02
C -7.6752 -16.4955 -23.9747 -1.9 -0.8 -0.7 -0.70
O -8.3672 -16.8468 -22.9928 -0.8 -1.6 1.2 -0.13
O -7.1591 -15.3762 -23.9510 1.6 1.4 -0.8 -0.06
H -8.8988 -17.1182 -25.5920 0.0 -0.4 0.1 0.08
H -7.5030 -18.2666 -25.4899 -0.2 0.0 0.7 0.07
H -7.2927 -16.6302 -26.0509 0.0 -0.1 -0.1 0.07
C -11.0818 -14.5163 -19.0355 -0.5 -0.9 -0.9 0.04
C -10.3913 -15.5838 -19.8374 2.7 0.7 0.6 -0.69
O -9.3668 -15.2734 -20.4531 0.4 0.4 -0.9 -0.10
O -10.6863 -16.8049 -19.7593 -1.5 -1.4 0.5 -0.09
H -12.0780 -14.9451 -19.1439 -0.7 1.1 1.0 0.09
H -10.9246 -13.5420 -19.4983 -0.3 -0.2 -0.2 0.07
H -10.6634 -14.4176 -18.0338 -0.4 -0.6 0.2 0.08
C -4.8338 -16.9807 -19.1380 -0.9 0.7 -0.5 0.02
C -6.0074 -16.3869 -20.0290 -0.9 -1.2 -0.6 -0.63
O -6.0011 -15.2185 -20.4774 1.4 1.2 0.8 -0.09
O -6.9604 -17.1414 -20.3891 0.4 -1.2 0.9 -0.14
H -4.9258 -16.7590 -18.0747 -0.5 0.4 0.0 0.07
H -3.8751 -16.5469 -19.4223 -0.1 -0.2 -0.3 0.07
H -4.8252 -18.0701 -19.1734 0.0 0.1 -0.5 0.07
C -11.9022 -17.7687 -22.7184 -0.3 2.9 1.5 -0.12
O -11.0172 -18.7298 -22.1696 -1.2 -1.2 -1.4 -0.18
H -11.3472 -16.8583 -22.4920 0.0 0.4 -0.8 0.07
H -12.3001 -17.7205 -23.7321 0.9 -1.1 -0.4 0.10
H -12.7802 -17.5764 -22.1017 -0.2 -0.8 0.4 0.07
H -11.4530 -19.5843 -22.2100 0.1 -0.3 0.2 0.11
C -12.5690 -11.4092 -16.7781 -1.0 -0.4 -0.2 -0.14
O -13.8072 -10.7722 -17.1545 1.0 0.1 0.8 -0.13
H -12.7314 -12.4868 -16.7994 0.1 -0.2 0.2 0.06
H -11.7107 -11.2429 -17.4291 -0.1 0.5 -0.2 0.06
H -12.3142 -11.1232 -15.7577 -0.1 0.1 -0.1 0.08
H -13.8740 -10.6950 -18.1090 0.1 -0.3 -0.2 0.00
C -7.0873 -20.2726 -22.1275 1.2 0.5 1.0 -0.12
O -8.4596 -20.0124 -22.1335 -1.1 -0.3 -1.1 -0.19
H -6.9308 -20.8279 -21.2026 0.8 -0.3 -0.2 0.09
H -6.7410 -20.7863 -23.0243 0.0 0.0 0.1 0.10
H -6.6024 -19.3012 -22.0316 0.3 -0.1 -0.1 0.08
H -8.8416 -20.7532 -22.6099 -0.7 0.2 0.0 0.11
C -8.4976 -11.3260 -20.6114 -0.5 0.5 0.8 -0.13
O -8.0806 -12.6477 -20.2306 -0.4 1.0 -0.5 -0.17
H -8.5486 -11.1404 -21.6843 0.2 -0.4 0.1 0.07
H -9.4614 -11.1152 -20.1481 -0.5 -0.4 -0.3 0.07
H -7.9370 -10.5127 -20.1507 0.9 -0.3 -0.1 0.08
H -7.2810 -12.5406 -19.7102 0.6 -0.1 0.3 0.03
C -14.9909 -19.8775 -19.6284 0.1 -0.9 -1.0 -0.19
O -14.5306 -19.9974 -18.3137 -0.3 0.3 -0.1 -0.11
H -14.4238 -19.1377 -20.1934 -0.1 0.5 0.0 0.06
H -14.7826 -20.8009 -20.1688 -0.1 -0.3 0.0 0.07
H -16.0640 -19.7174 -19.7328 -0.1 0.3 0.2 0.08
H -14.1293 -19.1364 -18.1750 0.6 0.1 0.7 0.02
C -9.9414 -8.5881 -18.2363 -0.6 -1.3 0.2 -0.19
O -9.6435 -7.2802 -17.8576 0.0 0.1 0.0 -0.08
H -9.6834 -8.7978 -19.2743 0.2 0.3 0.1 0.07
H -9.4960 -9.3295 -17.5730 0.8 -0.1 -0.1 0.07
H -10.9850 -8.8701 -18.0965 -0.6 0.5 -0.3 0.07
H -10.0043 -7.2067 -16.9710 0.1 0.5 0.1 0.08
C -15.8808 -15.7609 -21.8775 -0.6 0.1 0.8 -0.17
O -16.1780 -14.4164 -22.2282 0.5 -1.1 -1.1 -0.12
H -14.8950 -15.9541 -21.4543 0.6 0.5 -0.2 0.05
H -16.5280 -16.1048 -21.0707 -0.4 -0.1 0.0 0.06
H -16.0158 -16.4528 -22.7088 -0.1 0.4 -0.2 0.08
H -16.3716 -13.8792 -21.4564 0.2 0.1 0.4 0.01
C -12.8509 -17.2498 -16.6971 -0.5 0.0 0.6 -0.15
O -12.6759 -17.9605 -17.8709 0.0 -1.1 -1.1 -0.13
H -11.8757 -17.0264 -16.2644 -0.2 0.6 0.2 0.07
H -13.5172 -16.4126 -16.9048 0.4 0.6 0.4 0.08
H -13.3920 -17.8930 -16.0031 0.1 -0.1 0.1 0.09
H -12.0864 -17.4910 -18.4656 0.3 0.2 -0.3 0.04
C -10.4325 -12.6538 -22.9534 0.4 -1.4 0.3 -0.07
O -9.3331 -13.6148 -23.1853 -1.8 1.4 -0.5 -0.20
H -10.5875 -12.6805 -21.8748 0.2 0.6 0.0 0.06
H -10.1875 -11.6825 -23.3830 -0.1 0.0 0.3 0.09
H -11.3649 -13.0519 -23.3537 0.1 0.1 -0.4 0.09
H -9.4474 -13.9534 -24.0763 0.4 -0.2 -0.1 0.09
C -10.3650 -19.3263 -15.3502 0.0 -0.4 -0.3 -0.16
O -9.6126 -20.2772 -14.6116 0.0 0.6 0.4 -0.11
H -10.0320 -19.4602 -16.3795 -0.5 0.2 0.0 0.06
H -11.4303 -19.5209 -15.2265 -0.1 0.0 -0.4 0.08
H -10.1977 -18.2903 -15.0558 0.3 0.1 0.1 0.06
H -9.7482 -20.0125 -13.6988 0.2 -0.4 0.3 0.08
C -5.1697 -12.5112 -21.9131 0.2 0.8 -1.4 -0.07
O -6.4385 -12.7490 -22.6635 1.5 0.4 1.6 -0.20
H -5.1568 -12.5663 -20.8245 -1.2 -0.3 -0.2 0.06
H -4.3738 -13.1787 -22.2431 -0.3 -0.2 -0.3 0.09
H -4.8940 -11.4914 -22.1818 0.3 0.0 0.2 0.09
H -6.3318 -12.3316 -23.5215 0.0 -0.2 -0.1 0.10
C -8.7167 -15.5669 -15.9376 0.6 -0.4 1.5 -0.16
O -9.7851 -14.6895 -15.7561 -1.2 0.6 -0.6 -0.13
H -7.8498 -15.0879 -15.4826 0.7 -0.1 -0.8 0.08
H -8.8500 -16.4439 -15.3042 -0.1 -0.5 -0.2 0.06
H -8.6068 -15.8952 -16.9711 0.0 0.4 0.0 0.08
H -9.7945 -14.3885 -14.8446 0.0 0.0 0.0 0.09
C -6.9528 -11.5502 -17.4289 0.8 1.3 0.2 -0.11
O -6.0049 -11.8218 -18.4802 -0.9 -0.6 -0.1 -0.14
H -7.9671 -11.4196 -17.8059 0.2 -0.5 -0.3 0.06
H -6.9244 -12.2545 -16.5974 0.0 -0.2 -0.2 0.08
H -6.6505 -10.5669 -17.0684 -0.3 0.1 0.5 0.09
H -5.1427 -11.9475 -18.0772 0.0 -0.1 0.0 0.10
C -8.0087 -19.4836 -18.4896 2.1 0.5 3.2 -0.17
O -9.0310 -19.7788 -19.3328 -1.2 -1.0 -2.3 -0.15
H -8.5423 -19.0068 -17.6674 1.1 0.2 0.7 0.08
H -7.4081 -20.3337 -18.1660 -0.7 -0.6 0.4 0.11
H -7.1690 -18.8801 -18.8342 -0.8 0.7 -0.9 0.06
H -9.3120 -20.6857 -19.1914 -0.3 0.0 -0.3 0.13
C -13.8002 -10.9477 -20.9787 1.3 -1.3 -2.2 -0.16
O -14.3736 -10.5476 -19.8001 -0.9 0.6 0.9 -0.11
H -12.7457 -10.6792 -21.0410 0.2 0.2 0.1 0.08
H -13.8443 -12.0309 -21.0920 -0.1 -0.1 0.5 0.08
H -14.2761 -10.6062 -21.8980 -0.3 0.5 0.2 0.10
H -14.4138 -9.5887 -19.8235 -0.3 0.2 0.2 0.12
C -16.5374 -13.8084 -18.9031 -0.9 1.0 2.5 -0.13
O -16.2037 -12.9762 -19.9869 0.4 -0.9 -0.6 -0.12
H -15.8439 -13.8754 -18.0649 1.1 0.1 -0.5 0.08
H -17.3361 -13.2887 -18.3739 -0.7 -0.4 0.0 0.08
H -16.8461 -14.8426 -19.0556 0.1 0.3 -1.2 0.08
H -15.7761 -12.1651 -19.7026 0.0 0.1 0.3 0.07
```
Positions in Å, forces in eV/Å.

Output
Gap between HOMO and LUMO (eV): 8.762
HOMO level (eV): -11.4
Charge: +1
F_max (eV/A): 3.83
Multiplicity: 1